1.
The following is a DFT calculation (ωB97M-V/def2-TZVPD) of C8H15ClEuNO2Tl as an isolated structure in a non-equilibrium geometry.

Positions of all 29 atoms, in Å:
1 Tl -0.23 0.45 -3.20
2 Eu -0.64 0.59 0.27
3 Cl 0.61 -1.49 -1.68
4 O 0.62 -2.83 2.88
5 O 0.69 1.65 1.96
6 N 0.53 -0.62 2.14
7 C 0.94 0.58 2.59
8 C -2.57 -0.75 0.92
9 C 1.69 0.46 3.92
10 C 1.68 1.45 -3.38
11 C 1.66 -1.04 4.20
12 C -1.28 -0.87 -4.56
13 C 0.89 -1.66 3.03
14 C -1.63 1.78 -1.62
15 H -3.53 -0.42 0.51
16 H 1.17 1.04 4.68
17 H 1.15 -1.25 5.14
18 H -2.27 -1.75 0.58
19 H 1.73 2.24 -2.61
20 H -1.35 2.81 -1.93
21 H 2.40 0.64 -3.19
22 H -1.21 -0.43 -5.56
23 H -0.73 -1.81 -4.46
24 H 2.67 -1.45 4.24
25 H 2.71 0.84 3.79
26 H 1.74 1.84 -4.40
27 H -2.64 1.58 -2.05
28 H -2.32 -0.96 -4.20
29 H -2.49 -0.64 2.02

Summary:
- E (eV) = -50668.898
- charge = -1
- strongest force on any atom (hartree/bohr) = 0.044
- spin multiplicity = 7
- E_HOMO (alpha / beta) (eV) = -3.65 / -3.73

These are the Mulliken partial charges, in e, on atoms 1 to 5:
1 Tl 0.873
2 Eu 1.241
3 Cl -0.626
4 O -0.620
5 O -0.813

***

2.
The following is a DFT calculation (ωB97M-V/def2-TZVPD) of a 3-piece molecular cluster, C8H15F2I overall in a non-equilibrium geometry.

Positions of all 26 atoms, in Å:
1 I 2.57 0.92 -1.01
2 F 1.75 -1.60 0.69
3 F 0.67 0.36 0.94
4 C -0.58 -1.91 0.33
5 C -0.28 3.37 0.69
6 C -0.95 2.48 -0.03
7 C 0.89 0.00 -0.34
8 C 0.77 -1.48 -0.30
9 C 1.16 -2.29 -1.49
10 C 0.26 3.10 2.13
11 C -1.69 -2.11 -0.67
12 H -0.39 -2.88 0.84
13 H 0.45 4.06 2.54
14 H 0.48 -1.99 -2.33
15 H 1.17 2.51 1.96
16 H -1.40 1.53 0.29
17 H -2.56 -2.47 -0.17
18 H -1.36 -2.87 -1.42
19 H 0.19 4.23 0.28
20 H -0.91 -1.24 1.08
21 H -0.24 0.05 -1.34
22 H 0.94 -3.37 -1.24
23 H -0.45 2.62 2.74
24 H -1.89 -1.15 -1.18
25 H -0.90 2.54 -1.13
26 H 2.29 -2.40 -1.86

Summary:
- E (eV) = -22071.087
- charge = 0
- strongest force on any atom (hartree/bohr) = 0.120
- spin multiplicity = 1
- E_HOMO (eV) = -9.36

These are the natural (NBO) partial charges, in e, on atoms 1 to 5:
1 I 0.219
2 F -0.386
3 F -0.364
4 C -0.419
5 C -0.159

***

3.
The following is a DFT calculation (ωB97M-V/def2-TZVPD) of a 2-piece molecular cluster, C8H15N overall in a non-equilibrium geometry.

Positions of all 24 atoms, in Å:
1 N -3.27 -0.30 -0.79
2 C -2.24 0.18 -0.27
3 C -0.31 -1.72 -0.58
4 C -1.29 1.01 0.05
5 C -1.08 1.44 1.51
6 C 1.37 -0.87 1.06
7 C 1.89 -1.03 -1.43
8 C -0.28 1.59 -0.88
9 C 0.86 -1.20 -0.28
10 H -0.54 -1.76 -1.60
11 H 1.53 -1.83 1.56
12 H 0.57 1.65 -0.42
13 H 0.61 -0.36 1.64
14 H -0.29 1.15 -1.93
15 H -0.58 2.67 -0.96
16 H -0.32 2.27 1.56
17 H -1.99 1.78 1.95
18 H 1.90 -0.08 -1.89
19 H -3.24 -1.26 -1.11
20 H 2.85 -1.18 -0.85
21 H -1.05 -1.97 0.13
22 H 1.73 -1.74 -2.30
23 H 2.22 -0.29 1.16
24 H -0.64 0.60 2.12

Summary:
- E (eV) = -10025.832
- charge = 0
- strongest force on any atom (hartree/bohr) = 0.136
- spin multiplicity = 1
- E_HOMO (eV) = -7.86

These are the natural (NBO) partial charges, in e, on atoms 1 to 5:
1 N -0.647
2 C 0.416
3 C -0.418
4 C -0.214
5 C -0.600

***

4.
The following is a DFT calculation (ωB97M-V/def2-TZVPD) of a 2-piece molecular cluster, C8H15N overall in a non-equilibrium geometry.

Positions of all 24 atoms, in Å:
1 N -1.68 0.63 -0.33
2 C -0.22 -0.01 -2.12
3 C -0.61 -1.44 -2.47
4 C 0.71 0.26 0.35
5 C -0.11 -0.41 2.12
6 C -1.37 0.17 2.33
7 C 1.74 -0.60 0.05
8 C 1.09 1.71 0.63
9 C -0.54 0.29 -0.68
10 H -0.37 -1.65 -3.52
11 H 1.55 -1.63 -0.21
12 H -2.25 -0.46 2.36
13 H -0.08 -2.16 -1.85
14 H 0.86 0.14 -2.27
15 H -1.68 -1.58 -2.33
16 H -1.44 1.09 2.90
17 H 2.77 -0.32 0.20
18 H 1.32 2.24 -0.30
19 H -0.76 0.69 -2.76
20 H 1.97 1.76 1.27
21 H -0.09 -1.48 1.96
22 H 0.70 -0.05 2.74
23 H 0.27 2.23 1.12
24 H -1.77 0.58 0.81

Summary:
- E (eV) = -10025.185
- charge = 0
- strongest force on any atom (hartree/bohr) = 0.059
- spin multiplicity = 1
- E_HOMO (alpha / beta) (eV) = -7.81 / -7.81

These are the natural (NBO) partial charges, in e, on atoms 1 to 5:
1 N -0.575
2 C -0.455
3 C -0.591
4 C -0.065
5 C -0.350

***

Please write out number 1 again, unchanged.
The following is a DFT calculation (ωB97M-V/def2-TZVPD) of C8H15ClEuNO2Tl as an isolated structure in a non-equilibrium geometry.

Positions of all 29 atoms, in Å:
1 Tl -0.23 0.45 -3.20
2 Eu -0.64 0.59 0.27
3 Cl 0.61 -1.49 -1.68
4 O 0.62 -2.83 2.88
5 O 0.69 1.65 1.96
6 N 0.53 -0.62 2.14
7 C 0.94 0.58 2.59
8 C -2.57 -0.75 0.92
9 C 1.69 0.46 3.92
10 C 1.68 1.45 -3.38
11 C 1.66 -1.04 4.20
12 C -1.28 -0.87 -4.56
13 C 0.89 -1.66 3.03
14 C -1.63 1.78 -1.62
15 H -3.53 -0.42 0.51
16 H 1.17 1.04 4.68
17 H 1.15 -1.25 5.14
18 H -2.27 -1.75 0.58
19 H 1.73 2.24 -2.61
20 H -1.35 2.81 -1.93
21 H 2.40 0.64 -3.19
22 H -1.21 -0.43 -5.56
23 H -0.73 -1.81 -4.46
24 H 2.67 -1.45 4.24
25 H 2.71 0.84 3.79
26 H 1.74 1.84 -4.40
27 H -2.64 1.58 -2.05
28 H -2.32 -0.96 -4.20
29 H -2.49 -0.64 2.02

Summary:
- E (eV) = -50668.898
- charge = -1
- strongest force on any atom (hartree/bohr) = 0.044
- spin multiplicity = 7
- E_HOMO (alpha / beta) (eV) = -3.65 / -3.73

These are the Mulliken partial charges, in e, on atoms 1 to 5:
1 Tl 0.873
2 Eu 1.241
3 Cl -0.626
4 O -0.620
5 O -0.813